No. 1
NO2P | ωB97M-V/def2-TZVPD

Output
* calculated total energy: -14869.969 eV
* SMILES string: O=NP=O
* ΔE to the lowest compared entry with this formula, charge and spin: 13.90 kcal per mole

The geometry in ORCA input format:
```
! RIJCOSX wB97M-V def2-TZVPD def2/J DEFGRID3
* xyz 0 1
N -0.676 -0.223 0.109
O -1.956 0.105 -0.059
O 1.910 -0.381 -0.050
P 0.721 0.499 0.000
*
```

Want to see where the charge sits? The Löwdin charges in e are:
1. N -0.271
2. O -0.042
3. O -0.452
4. P 0.765

***

No. 2
C6H14N2 | ωB97M-V/def2-TZVPD

Output
* calculated total energy: -9427.666 eV
* SMILES string: C=CN(C)[C@H](C)NC
* ΔE to the lowest compared entry with this formula, charge and spin: 41.93 kcal per mole

The geometry in ORCA input format:
```
! RIJCOSX wB97M-V def2-TZVPD def2/J DEFGRID3
* xyz 0 1
C -1.830 0.485 1.434
N -0.526 0.990 1.071
C -0.136 -0.022 -1.693
C -1.211 -0.814 -1.759
H -0.559 1.769 0.420
H 0.199 0.391 -2.645
H -2.449 0.279 0.561
H -2.353 1.245 2.024
H -1.811 -0.408 2.063
H -1.704 -0.979 -2.711
H -1.657 -1.281 -0.895
C 2.099 0.899 -1.034
C 0.459 -1.360 1.218
C 0.565 0.082 0.709
N 0.903 0.109 -0.721
H 1.426 0.496 1.250
H 1.973 1.947 -0.736
H 2.317 0.885 -2.108
H 2.969 0.493 -0.506
H 1.357 -1.924 0.946
H 0.363 -1.383 2.309
H -0.395 -1.899 0.801
*
```

Results of the Löwdin charge analysis, in e, for atoms 1 through 8:
1. C -0.143
2. N -0.064
3. C -0.182
4. C -0.012
5. H 0.113
6. H 0.099
7. H 0.057
8. H 0.074

***

No. 3
C46H26Cl2F9N5O6PTi | ωB97M-V/def2-TZVPD

Output
* calculated total energy: -149770.513 eV
* ΔE to the lowest compared entry with this formula, charge and spin: 0.00 kcal per mole
* ⟨S²⟩: 0.769

The geometry in ORCA input format:
```
! RIJCOSX wB97M-V def2-TZVPD def2/J DEFGRID3
* xyz 0 2
Ti -1.364 -0.295 0.818
Cl -6.075 4.539 1.032
C -4.722 3.537 1.440
C -4.120 2.796 0.433
C -3.033 1.985 0.718
N -2.446 1.069 -0.191
C -2.955 0.829 -1.427
O -3.648 1.552 -2.120
C -2.612 -0.571 -1.904
C -3.092 -1.047 -3.109
C -2.828 -2.362 -3.452
C -2.103 -3.156 -2.576
C -1.658 -2.604 -1.389
N -1.905 -1.334 -1.059
C -2.517 1.932 2.036
C -3.154 2.653 3.033
C -4.246 3.458 2.736
Cl -4.986 4.345 4.027
N -1.336 1.156 2.190
C -0.863 0.819 3.436
O -1.513 0.840 4.467
C 0.591 0.388 3.506
C 1.064 -0.063 4.732
C 2.389 -0.452 4.825
C 3.186 -0.376 3.695
C 2.620 0.087 2.517
N 1.348 0.464 2.414
H -4.504 2.853 -0.573
H -3.662 -0.376 -3.736
H -3.187 -2.766 -4.390
H -1.885 -4.192 -2.797
H -1.085 -3.187 -0.678
H -2.805 2.595 4.051
H 0.388 -0.097 5.573
H 2.792 -0.810 5.764
H 4.229 -0.664 3.715
H 3.220 0.156 1.616
O -2.850 -1.101 1.587
C -2.990 -2.247 2.133
C -1.915 -3.161 2.315
C -2.177 -4.404 2.925
C -1.164 -5.308 3.073
C 0.144 -5.052 2.651
C 0.419 -3.840 2.063
C -0.590 -2.884 1.893
O -0.298 -1.727 1.316
N -1.464 -6.611 3.698
O -2.559 -6.755 4.201
O -0.559 -7.418 3.758
H -3.988 -2.515 2.468
H -3.171 -4.648 3.273
H 0.908 -5.800 2.794
H 1.422 -3.587 1.743
F 6.610 -2.349 -1.615
C 5.922 -2.408 -0.460
F 6.721 -1.897 0.496
F 5.732 -3.705 -0.172
C 4.627 -1.649 -0.554
C 3.408 -2.295 -0.442
C 2.234 -1.560 -0.527
C 2.264 -0.184 -0.731
C 3.500 0.451 -0.848
C 4.675 -0.276 -0.759
P 0.656 0.691 -0.819
C 1.068 2.459 -0.628
C 1.765 3.163 -1.612
C 2.073 4.501 -1.437
C 1.676 5.147 -0.275
C 0.977 4.464 0.707
C 0.676 3.121 0.531
C 2.035 6.591 -0.049
F 2.289 7.235 -1.201
F 3.138 6.706 0.718
F 1.052 7.258 0.577
C 0.306 0.624 -2.618
C 0.671 -0.480 -3.390
C 0.280 -0.569 -4.713
C -0.483 0.445 -5.280
C -0.841 1.552 -4.532
C -0.447 1.637 -3.204
C -0.937 0.292 -6.704
F 0.095 0.087 -7.542
F -1.757 -0.779 -6.837
F -1.612 1.361 -7.146
H 3.373 -3.364 -0.280
H 1.283 -2.062 -0.404
H 3.556 1.522 -0.981
H 5.630 0.227 -0.840
H 2.058 2.670 -2.531
H 2.608 5.042 -2.205
H 0.657 4.976 1.605
H 0.134 2.582 1.297
H 1.267 -1.277 -2.964
H 0.565 -1.430 -5.306
H -1.445 2.337 -4.966
H -0.751 2.499 -2.623
*
```

Results of the Löwdin charge analysis, in e, for atoms 1 through 8:
1. Ti 0.952
2. Cl 0.668
3. C -0.680
4. C -0.032
5. C -0.186
6. N -0.017
7. C -0.462
8. O 0.072

***

No. 4
H5NOSi | ωB97M-V/def2-TZVPD

Output
* calculated total energy: -11494.226 eV
* SMILES string: NO[SiH3]
* ΔE to the lowest compared entry with this formula, charge and spin: 82.34 kcal per mole

The geometry in ORCA input format:
```
! RIJCOSX wB97M-V def2-TZVPD def2/J DEFGRID3
* xyz 0 1
N 0.362 1.221 0.883
O 0.918 0.061 0.326
Si -0.132 -0.953 -0.366
H 0.982 2.019 0.576
H -0.674 1.312 0.439
H -1.109 -0.194 -1.292
H 0.763 -1.962 -1.017
H -1.110 -1.504 0.450
*
```

Want to see where the charge sits? The Löwdin charges in e are:
1. N -0.070
2. O -0.455
3. Si 0.535
4. H 0.096
5. H 0.094
6. H -0.049
7. H -0.047
8. H -0.104

***

No. 5
C20H25N3OS | ωB97M-V/def2-TZVPD

Output
* calculated total energy: -38499.936 eV
* SMILES string: Cc1ccc(N[C@@H]2CCCN(C(=O)CSc3ccccn3)C2)cc1C
* ΔE to the lowest compared entry with this formula, charge and spin: 15.52 kcal per mole

The geometry in ORCA input format:
```
! RIJCOSX wB97M-V def2-TZVPD def2/J DEFGRID3
* xyz 0 1
C -1.433 -5.054 2.177
C -1.293 -3.652 1.666
C -0.059 -3.171 1.254
C 0.091 -1.887 0.773
C -1.001 -1.023 0.701
C -2.243 -1.509 1.114
C -2.398 -2.800 1.589
C -3.753 -3.277 2.020
H -4.056 -4.148 1.439
H -4.498 -2.497 1.888
H -3.739 -3.569 3.069
H -3.109 -0.865 1.074
N -0.822 0.283 0.286
H 0.111 0.489 -0.043
C -1.855 1.018 -0.407
C -1.338 2.423 -0.734
N -0.258 2.354 -1.698
C 0.921 2.951 -1.405
O 1.081 3.608 -0.398
C 2.042 2.722 -2.414
H 2.204 1.658 -2.582
H 1.844 3.237 -3.355
S 3.591 3.431 -1.797
C 3.784 2.509 -0.316
N 3.000 1.460 -0.131
C 3.131 0.788 1.002
C 4.051 1.108 1.983
C 4.888 2.197 1.766
C 4.757 2.916 0.597
H 5.368 3.777 0.379
H 5.623 2.482 2.504
H 4.111 0.527 2.889
H 2.459 -0.050 1.126
C -0.633 1.727 -2.946
H 0.207 1.716 -3.638
C -1.135 0.304 -2.702
C -2.294 0.324 -1.710
H -2.614 -0.696 -1.488
H -3.141 0.864 -2.138
H -1.454 -0.134 -3.649
H -0.324 -0.308 -2.304
H -1.441 2.319 -3.398
H -0.947 2.905 0.164
H -2.158 3.028 -1.139
H -2.719 1.121 0.260
H 1.062 -1.546 0.441
H 0.805 -3.820 1.301
H -2.130 -5.624 1.562
H -0.472 -5.563 2.168
H -1.815 -5.057 3.198
*
```

Results of the Löwdin charge analysis, in e, for atoms 1 through 8:
1. C -0.055
2. C -0.255
3. C -0.047
4. C -0.032
5. C -0.264
6. C 0.007
7. C -0.236
8. C -0.045

***

No. 6
C19H42N8O7S | ωB97M-V/def2-TZVPD

Output
* calculated total energy: -57473.296 eV

The geometry in ORCA input format:
```
! RIJCOSX wB97M-V def2-TZVPD def2/J DEFGRID3
* xyz 0 1
N 10.521 -0.498 -2.514
C 9.442 0.261 -2.453
N 8.319 0.074 -3.146
C 7.668 1.433 -3.258
S 6.115 1.465 -2.353
C 8.820 2.307 -2.730
C 8.470 3.734 -2.267
O 8.171 3.839 -1.078
O 8.517 4.549 -3.209
N 9.378 1.411 -1.650
H 10.884 -0.888 -3.365
H 11.070 -0.611 -1.680
H 8.383 -0.355 -4.064
H 7.377 1.679 -4.272
H 6.530 1.095 -1.140
H 9.602 2.314 -3.489
H 8.649 1.234 -0.956
C 8.232 -1.525 1.205
C 6.760 -1.386 0.881
O 6.356 -0.561 0.062
N 5.898 -2.192 1.521
C 6.187 -3.206 2.515
H 8.787 -0.803 0.613
H 8.417 -1.321 2.260
H 8.588 -2.528 0.966
H 4.928 -2.052 1.255
H 5.841 -4.179 2.163
H 5.665 -2.973 3.444
H 7.251 -3.264 2.717
C 2.551 0.102 0.315
C 2.158 -1.321 0.630
O 3.004 -2.182 0.860
N 0.846 -1.624 0.646
C -0.290 -0.745 0.396
H 3.636 0.173 0.337
H 2.202 0.387 -0.677
H 2.135 0.789 1.052
H 0.659 -2.590 0.862
H -0.934 -0.721 1.275
H -0.874 -1.112 -0.443
H 0.041 0.263 0.176
C -4.427 1.736 0.222
C -4.070 0.293 -0.021
O -3.056 -0.034 -0.631
N -4.920 -0.644 0.458
C -6.163 -0.445 1.191
H -3.658 2.361 -0.220
H -5.385 1.968 -0.243
H -4.476 1.946 1.292
H -4.628 -1.589 0.267
H -6.105 -0.930 2.163
H -6.986 -0.891 0.628
H -6.364 0.612 1.326
C -8.447 0.327 4.806
C -8.144 -1.139 4.601
O -7.139 -1.515 4.019
N -9.037 -2.037 5.090
C -10.275 -1.779 5.801
H -7.645 0.907 4.362
H -9.387 0.599 4.325
H -8.507 0.565 5.868
H -8.776 -2.996 4.920
H -10.243 -2.237 6.791
H -11.119 -2.204 5.254
H -10.437 -0.714 5.916
C -5.442 2.771 -3.703
C -6.499 1.901 -3.066
O -6.798 2.008 -1.886
N -7.111 0.981 -3.853
C -6.886 0.709 -5.260
H -5.053 3.445 -2.947
H -4.622 2.164 -4.087
H -5.865 3.361 -4.517
H -7.803 0.433 -3.366
H -7.807 0.862 -5.825
H -6.568 -0.326 -5.396
H -6.120 1.363 -5.659
*
```

Results of the Löwdin charge analysis, in e, for atoms 1 through 8:
1. N 0.235
2. C -0.401
3. N 0.121
4. C -0.550
5. S 0.829
6. C -0.232
7. C -0.737
8. O -0.015